Computed, not measured: a structure of composition C35H92F6N15O19S2, with ωB97M-V with the def2-TZVPD basis set.

As for the total energy: -137010.310 eV. For the orbital gap, the calculation gives 8.2410 eV. The calculation puts the HOMO energy at -0.2316 hartree. Its energy above the lowest of the compared OMol25 structures with the same formula, charge and spin is 0.0000 eV. The LUMO energy is 1.9 eV.

Structure (ORCA input):
```
! wB97M-V def2-TZVPD RIJCOSX def2/J DEFGRID3
* xyz -1 1
S -3.518 1.354 0.632
S -1.248 0.051 0.215
F -3.461 4.085 1.154
F 0.858 0.612 -1.336
F -5.485 3.136 1.278
F -4.479 3.509 -0.646
F 0.327 -1.435 -1.218
F -0.912 -0.177 -2.474
O 5.042 1.248 0.793
O -2.235 3.166 -4.330
O 0.286 5.055 2.344
O -0.282 0.260 1.270
O 4.331 -2.286 -2.460
O 2.006 2.786 -4.940
O -6.782 -0.649 -2.895
O 2.134 -1.463 -5.337
O -4.803 4.031 4.097
O -1.970 -1.162 0.440
O -1.388 -3.965 -2.437
O 9.962 -0.900 0.735
O 0.458 -3.089 4.370
O -4.444 0.670 -0.259
O -10.571 6.369 4.158
O -6.150 -0.052 2.452
O -3.506 0.914 2.040
O 3.403 -4.719 -8.762
O 5.030 -3.478 0.760
N -6.972 -0.858 -0.617
N -8.664 -1.251 -1.783
N 4.523 -2.886 -5.658
N 7.082 0.466 2.734
N 0.136 -1.844 -4.679
N 2.262 1.275 -3.394
N 1.519 -4.043 1.751
N 1.999 3.398 -2.833
N -3.235 2.100 -2.755
N -7.019 6.113 3.227
N -2.128 1.598 -0.081
N -1.376 3.043 -2.282
N 1.815 -2.877 -3.683
N -0.831 3.166 2.170
N -0.745 4.490 0.485
C 6.227 -4.287 0.749
C 3.831 -3.629 -7.897
C 0.871 -2.216 5.424
C -9.255 6.859 3.859
C 4.750 0.423 2.014
C 3.889 -4.211 1.034
C -3.638 3.422 4.576
C 4.529 -4.025 -6.581
C 0.169 -2.378 3.096
C 1.402 -2.026 -4.534
C 2.702 -3.269 1.278
C -0.412 4.334 1.734
C 11.081 -0.055 1.098
C -0.209 -0.209 -1.367
C -0.128 -5.969 -1.744
C -6.681 5.616 4.563
C -4.275 3.151 0.638
C -2.246 2.815 -3.218
C 5.312 -2.058 -3.426
C 0.191 -3.268 1.887
C -11.316 7.058 5.139
C 5.392 -3.133 -4.550
C -8.434 6.048 2.809
C 8.396 -0.124 2.582
C -0.827 -4.676 -1.339
C -5.102 -1.476 3.928
C 4.320 -1.282 -1.389
C 3.968 1.963 0.265
C -5.235 5.204 4.808
C 5.941 -0.444 2.506
C -6.466 -0.903 3.580
C 8.707 -0.356 1.042
C 2.201 2.520 -3.778
C 2.360 -4.305 -9.712
C -7.396 -0.875 -1.807
H 3.083 1.339 0.389
H 3.865 2.855 0.883
H 0.526 -6.360 -0.964
H 2.737 -3.635 -10.485
H 8.592 0.534 0.424
H -0.484 3.497 -2.416
H -9.340 7.902 3.555
H 1.946 -2.229 5.603
H 2.859 -2.520 2.054
H 6.022 -5.251 0.283
H -4.487 -0.728 4.429
H -11.195 8.134 5.015
H -1.564 2.545 -1.424
H -3.914 1.767 -3.425
H 5.126 -1.106 -3.923
H -0.087 -4.049 -0.842
H 7.890 -1.001 0.719
H -1.907 -4.491 -3.049
H -0.809 -1.954 3.324
H -7.157 -1.631 3.154
H -6.848 6.443 5.253
H 2.123 0.603 -4.135
H -7.393 4.803 4.704
H 2.397 -2.618 0.458
H 0.440 -1.224 5.287
H 12.074 -0.381 0.789
H 1.749 -4.197 2.722
H -3.808 3.247 5.638
H 0.077 -2.695 0.967
H -8.972 5.109 2.677
H -6.029 -0.520 -0.483
H 4.604 1.148 2.815
H 5.315 -4.097 -4.046
H -4.995 -2.284 4.652
H 1.257 -3.437 -3.055
H 3.777 -0.056 1.913
H 0.451 -2.652 6.330
H 6.119 -1.106 1.658
H 3.617 -4.846 0.191
H 4.950 -1.717 -0.612
H 4.728 -0.319 -1.696
H 6.308 -2.022 -2.986
H -6.888 -0.356 4.423
H 4.057 -4.861 -6.064
H -6.520 5.462 2.637
H -0.633 -3.949 2.101
H 11.127 0.248 2.144
H 4.132 2.153 -0.796
H -8.697 6.923 4.792
H -0.449 5.231 -0.134
H 10.974 0.919 0.620
H -9.116 -1.429 -2.668
H 2.317 3.149 -1.907
H -6.171 0.886 2.655
H -0.749 -6.784 -2.115
H -2.731 4.027 4.556
H -9.016 -1.455 -0.858
H 2.808 -2.811 -3.507
H -0.147 -1.212 -5.413
H -3.586 2.437 4.112
H 0.933 -1.617 2.942
H 7.030 -3.732 0.264
H -1.404 3.769 0.228
H -1.282 2.606 1.460
H -7.518 -1.156 0.178
H -1.661 -4.854 -0.661
H 6.936 0.923 3.623
H 3.943 -4.787 1.958
H -4.953 5.235 5.860
H 5.754 -1.004 3.423
H 1.812 -5.160 -10.106
H 3.266 -1.269 -1.113
H -10.856 6.891 6.113
H 0.571 -5.798 -2.562
H -0.836 2.968 3.160
H 8.538 -1.094 3.057
H -0.494 -2.317 -4.046
H 2.876 -3.137 -7.712
H -3.282 1.827 -1.784
H 5.560 -4.376 -6.627
H 3.663 -2.428 -5.394
H 1.745 4.357 -3.017
H -12.382 6.837 5.181
H 6.438 -3.116 -4.857
H -4.594 6.053 4.571
H -8.617 6.588 1.880
H -4.641 -1.958 3.067
H 1.479 -3.821 -9.290
H 4.477 -2.960 -8.465
H 1.938 1.020 -2.472
H 6.448 -4.439 1.805
H 9.169 0.577 2.896
*
```